Density functional theory data (ωB97M-V with the def2-TZVPD basis set) for a single C13H13ClN4O2S2 molecule at a distorted geometry.

The geometry in XYZ format:
```
35
Properties=species:S:1:pos:R:3
C 5.8762 -1.9508 -1.2102
H 6.8782 -1.7179 -1.5604
C 4.8535 -1.6091 -2.2964
C 3.4652 -1.9687 -1.8333
O 2.8438 -2.9429 -2.1899
N 2.9350 -1.0959 -0.9149
C 1.7037 -1.3069 -0.3630
N 1.1673 -0.5277 0.5126
N -0.0383 -0.9364 0.9035
C -0.4310 -2.0292 0.3251
S -1.9442 -2.8085 0.6152
C -2.5848 -1.8551 2.0386
H -1.7429 -1.6455 2.6961
H -3.2963 -2.5250 2.5202
C -3.3162 -0.5788 1.6207
O -4.5234 -0.5132 1.6298
N -2.4589 0.4119 1.2784
C -2.7486 1.6999 0.8318
C -1.6710 2.5096 0.4706
C -1.8908 3.7980 0.0255
C -3.1771 4.3032 -0.0678
C -4.2394 3.4906 0.2932
C -4.0458 2.1956 0.7420
H -4.8831 1.5765 1.0171
Cl -5.8504 4.1043 0.1843
H -3.3549 5.3085 -0.4137
H -1.0532 4.4197 -0.2524
H -0.6667 2.1182 0.5427
H -1.4632 0.1698 1.2830
S 0.7292 -2.6905 -0.8179
H 3.4394 -0.2775 -0.6054
H 4.8989 -0.5451 -2.5353
H 5.0683 -2.1845 -3.1969
H 5.6894 -1.3855 -0.2997
H 5.8319 -3.0109 -0.9734
```

Results
E_LUMO   0.335 eV
HOMO energy   -8.423 eV
Structure (SMILES)   CCC(=O)Nc1nnc(SCC(=O)Nc2cccc(Cl)c2)s1
Energy above the lowest of the compared OMol25 structures with the same formula, charge and spin   0.00 kJ/mol
Frontier orbital gap   0.3218 hartree

Density functional theory data (ωB97M-V with the def2-TZVPD basis set) for a single C13H13N3O2S3 molecule at a distorted geometry.

The geometry in XYZ format:
```
34
Properties=species:S:1:pos:R:3
C 6.0244 2.5681 -0.1560
H 6.4160 1.6940 0.3740
O 4.8727 3.0790 0.4720
C 3.7788 2.2824 0.5777
C 3.7027 0.9814 0.0965
C 2.5185 0.2902 0.2828
C 1.4089 0.8602 0.9374
C 1.5037 2.1667 1.4091
C 2.6754 2.8602 1.2272
H 2.7802 3.8726 1.5823
H 0.6595 2.6118 1.9095
N 0.3208 0.0403 1.0496
C 0.5256 -1.1047 0.5222
N -0.3403 -2.1552 0.4746
C -1.6400 -2.2544 0.9323
O -2.2152 -3.3084 0.8523
C -2.2159 -0.9913 1.5194
H -1.9575 -0.1275 0.9097
H -1.8423 -0.8401 2.5319
S -4.0226 -1.1238 1.6331
C -4.3533 -1.2907 -0.0559
N -3.4721 -1.2159 -0.9526
C -3.9560 -1.4150 -2.2835
H -3.4629 -2.3045 -2.6885
H -3.6522 -0.5554 -2.8884
C -5.4953 -1.5849 -2.2957
H -5.9971 -0.7642 -2.8059
H -5.8035 -2.5288 -2.7403
S -6.0294 -1.5756 -0.5504
H 0.0141 -3.0073 0.0541
S 2.1391 -1.3384 -0.2037
H 4.5266 0.5046 -0.4076
H 6.7594 3.3702 -0.1189
H 5.8293 2.3045 -1.2003
```

Results
E_LUMO   0.501 eV
HOMO energy   -8.102 eV
Structure (SMILES)   COc1ccc2nc(NC(=O)CSC3=NCCS3)sc2c1
Frontier orbital gap   0.3161 hartree

Density functional theory data (ωB97M-V with the def2-TZVPD basis set) for a single C13H13N3O3S molecule at a distorted geometry.

The geometry in XYZ format:
```
33
Properties=species:S:1:pos:R:3
O -1.6252 1.3191 4.1006
O -2.7196 -1.9811 0.2878
N -0.4819 0.9073 0.4025
O -2.5445 -1.1532 2.7200
S 0.5098 4.0540 -0.3936
C -1.1893 0.9683 3.0258
C -1.6751 -1.3670 -0.0220
C 0.0523 1.7277 1.3002
C 1.9736 4.9084 0.0046
C 2.7934 4.1090 0.7778
C 2.1955 2.9322 1.2946
C -1.1587 -0.2650 0.8940
C -1.6405 -0.2644 2.2362
C 0.9214 2.7847 0.7821
N -0.0463 1.5871 2.5814
N -0.8917 -1.8295 -1.0907
C 0.2834 -1.3180 -1.7796
C -1.2406 -3.2100 -1.5839
C 0.9553 -2.4961 -2.4265
C -0.2520 -3.3735 -2.6851
H -2.9631 -1.5388 1.8862
H 2.3048 5.8772 -0.3587
H 3.8055 4.4292 0.9955
H 2.6447 2.2367 2.0782
H 0.1165 2.4514 3.1036
H 0.0461 -0.5935 -2.5671
H 0.8798 -0.7967 -1.0858
H -2.2776 -3.3999 -1.9749
H -1.0298 -4.0442 -0.8927
H 1.6222 -2.9850 -1.6985
H 1.3873 -2.2072 -3.3376
H -0.8250 -3.1081 -3.5456
H 0.0692 -4.3611 -3.0290
```

Results
E_LUMO   -0.058 eV
HOMO energy   -8.275 eV
Structure (SMILES)   O=C(c1nc(-c2cccs2)[nH]c(=O)c1O)N1CCCC1
Energy above the lowest of the compared OMol25 structures with the same formula, charge and spin   211.37 kJ/mol
Frontier orbital gap   0.3020 hartree

Density functional theory data (ωB97M-V with the def2-TZVPD basis set) for a molecular structure, C13H13N3O3S at a distorted geometry.

The geometry in XYZ format:
```
33
Properties=species:S:1:pos:R:3
N -1.6207 -2.7221 -0.4195
C -0.4118 -2.1588 -0.0001
O 0.6793 -2.0836 -0.5619
C -0.6752 -1.5620 1.3543
H 0.1782 -1.1131 1.4613
H -0.8967 -2.4087 2.1744
S -2.3165 -0.6176 1.7575
C -2.4138 0.2629 -0.1151
N -3.1528 -0.2456 -1.0649
C -2.9844 0.5749 -1.9940
C -2.3214 1.8914 -1.5866
N -1.9754 1.5485 -0.4250
C -0.9338 2.0573 0.3511
C 0.4359 1.6885 0.5075
C 1.0877 1.3956 1.5318
C 2.2587 0.7247 1.8271
C 2.8658 0.1277 0.5645
C 2.1168 0.4416 -0.6140
C 1.0571 1.2599 -0.8057
H 0.4068 1.3378 -1.5600
O 2.8354 -0.0358 -1.8080
C 3.8458 -0.6077 -0.9540
O 3.9809 -0.2780 0.3251
H 4.8429 -0.3297 -1.4013
H 3.8359 -1.6207 -1.4806
H 2.9387 0.6278 2.6189
H 0.6746 1.5806 2.5810
H -1.3022 2.4741 1.4540
H -0.9943 3.2062 0.1402
H -1.9515 2.5466 -2.0552
H -3.5067 0.5464 -2.9667
H -1.6596 -3.0894 -1.5773
H -2.5516 -2.4307 -0.1312
```

Results
E_LUMO   0.395 eV
HOMO energy   -8.057 eV
Energy above the lowest of the compared OMol25 structures with the same formula, charge and spin   1155.55 kJ/mol
Frontier orbital gap   0.3106 hartree

Density functional theory data (ωB97M-V with the def2-TZVPD basis set) for a single C13H13N3O4 molecule at a distorted geometry.

The geometry in XYZ format:
```
33
Properties=species:S:1:pos:R:3
O -1.6981 -1.3920 3.2664
C -1.0572 -1.9939 2.4365
O -1.4680 -2.2909 1.1553
C -2.7722 -1.7352 0.8639
C -2.6968 -0.1617 0.6137
C -2.2506 0.0311 -0.8992
C -1.5498 1.4078 -1.2058
C -0.1643 1.6116 -0.5082
C 0.0117 2.8713 0.2341
C 1.3172 3.1895 0.9049
C 2.3923 2.2224 0.8052
C 2.2770 0.9096 0.0662
N 3.4140 0.1085 0.0386
C 3.1292 -1.0116 -0.6642
O 4.1971 -1.9550 -0.7935
N 4.3775 -2.1020 -2.1891
O 4.1904 -3.2222 -2.4835
C 1.8451 -1.3582 -1.3431
N 0.7691 -0.5310 -1.3284
C 0.9818 0.6265 -0.5867
H -0.0448 -2.3954 2.7349
H -3.1237 -2.2499 -0.0819
H -3.5332 -2.0095 1.6492
H -3.7739 0.1863 0.6719
H -2.0536 0.3674 1.3613
H -1.6721 -0.8752 -1.2134
H -3.2060 0.0161 -1.5130
H -1.4689 1.5944 -2.3214
H -2.2514 2.2147 -0.8283
H -0.7945 3.6461 0.3003
H 1.5210 4.1443 1.4603
H 3.3778 2.4741 1.2847
H 1.7779 -2.3381 -1.8877
```

Results
E_LUMO   -1.172 eV
HOMO energy   -8.918 eV
Structure (SMILES)   O=COCCCCc1cccc2nc(ON=O)cnc12
Energy above the lowest of the compared OMol25 structures with the same formula, charge and spin   277.36 kJ/mol
Frontier orbital gap   0.2846 hartree

Density functional theory data (ωB97M-V with the def2-TZVPD basis set) for a single C13H13N5O2S2 molecule at a distorted geometry.

The geometry in XYZ format:
```
35
Properties=species:S:1:pos:R:3
C 4.9010 4.5121 3.4342
C 3.5331 4.2488 2.5477
O 3.6334 2.9246 1.9841
C 2.6570 2.5040 1.3495
C 2.7066 1.3000 1.0449
C 1.9480 0.6228 0.2572
C 0.8768 1.2809 -0.0702
C 0.5785 2.7662 0.1026
C 1.5863 3.3442 0.9129
H 1.4084 4.2448 1.2891
H -0.1118 3.2305 -0.3062
N -0.0381 0.7888 -1.1405
C 0.1410 -0.4705 -1.1376
N -0.2868 -1.5423 -2.0836
C -1.6844 -1.4035 -2.5386
O -1.8372 -2.4236 -3.1989
C -2.5866 -0.4296 -1.9804
H -3.4320 -0.5562 -2.5449
H -2.1411 0.5565 -2.5692
S -2.7310 -0.2551 -0.3395
C -2.9418 -1.7320 0.1907
N -2.1435 -2.9024 -0.4288
N -2.5601 -3.9408 0.2458
N -3.1771 -3.7223 1.4343
C -3.6027 -2.1470 1.1420
H -4.1348 -1.8469 2.0746
H -2.4535 -4.8309 0.2404
H 0.2266 -2.3389 -2.3863
S 1.9577 -1.0250 -0.4099
H 3.7624 0.5732 1.2990
H 2.7531 4.5096 3.0770
H 3.5470 5.1566 1.7298
H 5.7870 4.4300 2.7806
H 4.8178 5.6645 3.9153
H 4.9204 3.9402 4.3332
```

Results
E_LUMO   0.362 eV
HOMO energy   -7.943 eV
Structure (SMILES)   CCOc1ccc2nc(NC(=O)CSc3cn[nH]n3)sc2c1
Energy above the lowest of the compared OMol25 structures with the same formula, charge and spin   1252.69 kJ/mol
Frontier orbital gap   0.3052 hartree

Density functional theory data (ωB97M-V with the def2-TZVPD basis set) for a molecular structure, C13H14Br2N2OS4SbTc at a distorted geometry.

The geometry in XYZ format:
```
38
Properties=species:S:1:pos:R:3
Tc 0.5686 -0.8171 0.8835
Br -1.4941 2.1260 1.4351
C -3.3668 1.8518 1.0760
Br -3.8936 0.0396 0.8219
H -3.6094 2.4079 0.1845
H -3.8969 2.2197 1.9375
S 1.7846 -4.0804 4.1661
Sb 2.5808 -2.6134 2.7248
S 0.9930 -0.3188 3.2279
S 2.0129 -2.6229 0.3939
S 4.5694 -1.5729 2.8921
C -1.7796 -0.9675 3.4531
C -0.4842 -1.2679 2.7777
O -0.3024 -2.3438 2.1041
H -2.6074 -1.4003 2.8916
H -1.9188 0.0996 3.5951
H -1.7234 -1.4464 4.4324
C -0.2478 -0.6261 -0.6068
C -0.8051 -0.3689 -1.9140
C -0.8190 -1.4259 -2.8208
C -1.3003 -1.2236 -4.1029
C -1.7618 0.0312 -4.4793
C -1.7523 1.0892 -3.5724
C -1.2769 0.8895 -2.2881
H -0.4511 -2.3976 -2.5068
H -1.3106 -2.0439 -4.8095
H -2.1304 0.1879 -5.4859
H -2.1137 2.0652 -3.8698
H -1.2653 1.7011 -1.5672
N 3.3199 0.5043 0.6319
C 4.0456 1.4961 0.1121
C 3.2093 2.2564 -0.6837
C 1.9641 1.6297 -0.5785
N 2.0440 0.5695 0.2252
H 3.6403 -0.2270 1.2796
H 5.0965 1.5825 0.3434
H 3.4600 3.1325 -1.2589
H 1.0221 1.8847 -1.0447
```

Results
E_LUMO   -1.107 eV
HOMO energy   -8.026 eV
Energy above the lowest of the compared OMol25 structures with the same formula, charge and spin   49.92 kJ/mol
Frontier orbital gap   0.2543 hartree